Record 1
{
  "formula": "C22H24AuBrO3",
  "method": "ωB97M-V/def2-TZVPD",
  "symbols": ["Au", "C", "C", "C", "H", "C", "C", "H", "H", "H", "H", "C", "C", "C", "H", "C", "C", "H", "H", "H", "H", "O", "C", "C", "C", "C", "C", "H", "H", "H", "H", "H", "H", "H", "H", "H", "H", "Br", "C", "C", "C", "C", "C", "C", "C", "O", "O", "H", "H", "H", "H"],
  "positions_angstrom": [[0.123, -0.073, 1.702], [-0.354, 2.604, 0.570], [-1.428, 2.055, -0.145], [-2.249, 1.303, 0.732], [-1.645, 2.278, -1.192], [-1.622, 1.277, 2.038], [-0.386, 2.103, 1.929], [0.185, 2.473, 2.773], [0.363, 3.315, 0.164], [-3.201, 0.847, 0.486], [-2.094, 0.974, 2.964], [2.281, -1.044, -0.534], [2.830, -0.846, 0.753], [1.922, -1.409, 1.729], [3.802, -0.411, 0.958], [0.822, -2.052, 0.965], [1.086, -1.786, -0.435], [0.492, -2.162, -1.264], [2.749, -0.741, -1.464], [2.137, -1.609, 2.775], [0.143, -2.805, 1.355], [-1.146, -0.062, -1.590], [-3.423, -3.004, -0.264], [-3.469, -1.859, -1.372], [-3.414, -2.372, 1.122], [-2.301, -3.966, -0.640], [-2.297, -0.597, -1.968], [-4.370, -1.239, -1.247], [-3.711, -2.338, -2.334], [-2.194, -0.918, -3.024], [-2.962, 0.280, -2.133], [-4.075, -2.881, 1.856], [-3.768, -1.327, 1.153], [-2.441, -2.287, 1.652], [-2.605, -5.027, -0.666], [-1.353, -3.981, -0.058], [-1.933, -3.762, -1.650], [2.965, 2.436, 0.697], [3.854, 2.717, -0.943], [5.208, 3.079, -0.948], [5.907, 3.121, -2.169], [5.249, 2.761, -3.354], [3.893, 2.430, -3.338], [3.180, 2.481, -2.139], [1.665, 2.251, -2.106], [1.012, 3.326, -2.240], [1.305, 1.077, -1.940], [5.699, 3.311, -0.016], [6.953, 3.415, -2.175], [5.803, 2.743, -4.298], [3.371, 2.127, -4.248]],
  "spin_multiplicity": 3,
  "charge": -2,
  "gap_ev": [5.2, 4.9],
  "lumo_energy_ev": [5.0, 4.8]
}

=====

Record 2
{
  "formula": "C19H45BClN4O12PS4",
  "method": "ωB97M-V/def2-TZVPD",
  "symbols": ["N", "C", "C", "C", "C", "P", "C", "C", "S", "C", "N", "N", "C", "O", "C", "C", "O", "Cl", "B", "N", "O", "H", "H", "H", "H", "H", "H", "H", "H", "H", "H", "H", "H", "H", "H", "H", "H", "H", "H", "H", "H", "H", "C", "C", "O", "S", "C", "O", "O", "H", "H", "H", "H", "H", "H", "H", "H", "C", "C", "O", "S", "C", "O", "O", "H", "H", "H", "H", "H", "H", "H", "H", "C", "C", "O", "S", "C", "O", "O", "H", "H", "H", "H", "H", "H", "H", "H"],
  "positions_angstrom": [[-5.516, -1.168, -4.097], [-4.401, -0.243, -3.865], [-4.388, 0.441, -2.436], [-2.972, 0.358, -1.736], [-3.118, 0.565, -0.156], [-1.744, -0.410, 0.675], [-3.069, -1.543, 1.501], [-3.898, -0.863, 2.653], [-5.650, -1.492, 2.500], [-6.603, 0.007, 2.267], [-6.082, 1.166, 1.891], [-7.014, 2.148, 1.829], [-8.147, 1.511, 2.153], [-7.960, 0.206, 2.431], [-0.328, 0.554, -0.221], [-0.436, 2.093, -0.207], [-0.897, 2.775, 0.636], [0.296, 2.944, -1.665], [-0.992, -0.091, 2.420], [-0.070, -1.055, 3.047], [-1.326, 1.052, 3.159], [-6.426, -0.730, -3.992], [-5.433, -2.031, -3.570], [-4.420, 0.539, -4.656], [-3.458, -0.841, -3.953], [-4.658, 1.524, -2.553], [-5.160, -0.052, -1.794], [-2.235, 1.050, -2.194], [-2.663, -0.719, -1.851], [-3.169, 1.640, 0.126], [-4.126, 0.141, 0.081], [-1.278, -1.589, -0.016], [-3.781, -1.953, 0.739], [-2.538, -2.435, 1.935], [-3.920, 0.249, 2.623], [-3.516, -1.143, 3.668], [-9.064, 2.122, 2.176], [-0.220, 0.238, -1.292], [0.643, 0.276, 0.268], [0.193, -1.780, 2.380], [-0.483, -1.464, 3.887], [-0.555, 1.373, 3.656], [5.544, 0.137, -4.053], [5.853, -0.232, -2.617], [5.667, 0.881, -1.728], [4.171, 1.266, -1.301], [4.598, 2.339, 0.035], [3.522, 0.101, -0.769], [3.579, 2.050, -2.342], [4.481, 0.339, -4.186], [5.820, -0.675, -4.723], [6.084, 1.040, -4.345], [5.254, -1.087, -2.292], [6.900, -0.524, -2.535], [5.102, 1.760, 0.805], [3.674, 2.764, 0.427], [5.242, 3.131, -0.342], [-1.345, 1.921, 8.254], [-0.705, 3.227, 7.822], [0.690, 3.271, 8.150], [1.717, 2.470, 7.215], [3.197, 3.215, 7.825], [1.519, 2.875, 5.854], [1.709, 1.089, 7.596], [-0.963, 1.084, 7.668], [-2.427, 1.963, 8.121], [-1.122, 1.710, 9.301], [-0.854, 3.406, 6.754], [-1.176, 4.053, 8.355], [3.179, 4.276, 7.590], [4.039, 2.733, 7.331], [3.253, 3.055, 8.900], [4.952, -5.423, -7.159], [4.710, -3.945, -7.400], [3.412, -3.538, -6.947], [3.192, -3.308, -5.375], [1.648, -2.460, -5.492], [4.188, -2.395, -4.895], [2.973, -4.576, -4.746], [5.023, -5.640, -6.092], [5.883, -5.739, -7.632], [4.130, -6.019, -7.557], [5.487, -3.335, -6.934], [4.742, -3.744, -8.471], [1.801, -1.523, -6.021], [1.297, -2.269, -4.479], [0.938, -3.094, -6.020]],
  "charge": 0,
  "smiles": "NCCCC[PH](CCSc1nnco1)(CC(=O)Cl)B(N)O.CCOS(C)(=O)=O.CCOS(C)(=O)=O.CCOS(C)(=O)=O",
  "gap_ev": 8.2,
  "lumo_energy_ev": 0.3
}

=====

Record 3
{
  "formula": "C4H8O3",
  "method": "ωB97M-V/def2-TZVPD",
  "symbols": ["O", "C", "C", "O", "C", "C", "O", "H", "H", "H", "H", "H", "H", "H", "H"],
  "positions_angstrom": [[-0.839, 1.583, -0.492], [-0.765, 0.448, -0.071], [-1.455, -0.692, -0.784], [-2.247, -0.294, -1.860], [0.097, 0.087, 1.130], [1.556, 0.358, 0.790], [1.874, -0.486, -0.303], [-0.644, -1.370, -1.099], [-2.074, -1.238, -0.058], [-1.880, 0.541, -2.188], [-0.205, 0.706, 1.981], [-0.025, -0.969, 1.401], [1.661, 1.421, 0.531], [2.198, 0.150, 1.658], [2.746, -0.245, -0.638]],
  "charge": 0,
  "smiles": "O=C(CO)CCO",
  "gap_ev": 10.6,
  "lumo_energy_ev": 0.7
}

=====

Record 4
{
  "formula": "C35H27N3O5PReS2Se2",
  "method": "ωB97M-V/def2-TZVPD",
  "symbols": ["Re", "C", "C", "N", "N", "C", "S", "S", "C", "C", "C", "C", "C", "C", "C", "C", "C", "C", "C", "C", "C", "O", "H", "H", "H", "H", "H", "H", "H", "H", "H", "H", "H", "H", "H", "H", "O", "C", "O", "C", "C", "C", "N", "C", "C", "C", "O", "O", "H", "H", "H", "Se", "P", "Se", "C", "C", "C", "C", "C", "C", "C", "C", "C", "C", "C", "C", "H", "H", "H", "H", "H", "H", "H", "H", "H", "H"],
  "positions_angstrom": [[-1.107, -1.015, 0.626], [1.089, -0.103, -3.284], [0.021, -0.110, -2.222], [0.125, -0.921, -1.206], [1.176, -1.833, -1.347], [0.976, -2.935, -0.722], [-0.400, -3.238, 0.283], [2.134, -4.252, -0.877], [2.685, -4.029, -2.600], [1.752, -4.684, -3.583], [0.567, -4.065, -3.975], [-0.303, -4.695, -4.851], [0.000, -5.953, -5.353], [1.176, -6.578, -4.968], [2.042, -5.947, -4.088], [-1.167, 0.714, -2.413], [-1.220, 1.763, -3.343], [-2.399, 2.417, -3.620], [-3.579, 2.015, -2.990], [-3.557, 1.002, -2.059], [-2.348, 0.377, -1.736], [-2.343, -0.519, -0.757], [2.071, -0.084, -2.817], [1.041, -1.012, -3.881], [0.981, 0.743, -3.954], [2.786, -2.958, -2.766], [3.676, -4.479, -2.655], [0.314, -3.098, -3.567], [-1.223, -4.202, -5.137], [-0.681, -6.444, -6.036], [1.418, -7.561, -5.350], [2.958, -6.443, -3.785], [-0.318, 2.094, -3.837], [-2.407, 3.240, -4.322], [-4.511, 2.518, -3.212], [-4.447, 0.698, -1.524], [-5.644, 2.525, 4.815], [-5.451, 2.824, 3.625], [-5.964, 3.691, 2.894], [-4.353, 1.976, 2.925], [-3.771, 2.405, 1.740], [-2.780, 1.653, 1.142], [-2.355, 0.493, 1.661], [-2.944, 0.056, 2.789], [-3.917, 0.766, 3.454], [-2.452, -1.286, 3.245], [-2.810, -1.813, 4.270], [-1.585, -1.816, 2.398], [-4.113, 3.332, 1.301], [-2.286, 1.985, 0.246], [-4.335, 0.393, 4.377], [1.095, -0.603, 1.665], [1.369, 1.615, 1.583], [0.359, 2.563, -0.008], [0.846, 2.191, 3.222], [-0.389, 2.820, 3.334], [-0.911, 3.123, 4.583], [-0.195, 2.808, 5.727], [1.035, 2.171, 5.623], [1.550, 1.849, 4.378], [3.171, 1.804, 1.404], [3.722, 1.240, 0.251], [5.082, 1.320, 0.014], [5.910, 1.968, 0.924], [5.368, 2.540, 2.061], [4.002, 2.458, 2.306], [-0.940, 3.072, 2.437], [-1.882, 3.596, 4.657], [-0.604, 3.041, 6.702], [1.585, 1.900, 6.515], [2.469, 1.282, 4.314], [3.071, 0.732, -0.450], [5.499, 0.873, -0.879], [6.974, 2.029, 0.739], [6.005, 3.059, 2.766], [3.590, 2.941, 3.180]],
  "spin_multiplicity": 2,
  "charge": -1,
  "gap_ev": [6.7, 6.8],
  "lumo_energy_ev": [1.3, 1.3]
}

=====

| no. | largest force on an atom (eV Å⁻¹) |
| --- | --- |
| 1 | 4.63 |
| 2 | 3.61 |
| 3 | 0.42 |
| 4 | 1.34 |